{
  "formula": "C5H8S",
  "method": "ωB97M-V/def2-TZVPD",
  "symbols": ["C", "C", "C", "C", "S", "C", "H", "H", "H", "H", "H", "H", "H", "H"],
  "coordinates": [[-1.290, -0.388, -0.827], [-0.474, -0.016, 0.385], [0.257, 1.248, 0.177], [1.483, 1.113, -0.257], [1.981, -0.562, -0.417], [0.593, -1.050, 0.664], [-0.708, -0.441, -1.722], [-1.560, -1.419, -0.661], [-2.133, 0.236, -1.029], [-1.110, 0.074, 1.260], [-0.193, 2.261, 0.475], [2.053, 2.046, -0.218], [0.952, -1.150, 1.733], [0.149, -1.953, 0.436]],
  "lowdin_charge": [-0.068, -0.469, -0.205, -0.444, 0.874, -0.421, 0.073, 0.074, 0.077, 0.137, 0.139, 0.081, 0.108, 0.044],
  "e_above_lowest_ev": 0.757,
  "gap_ev": 9.12,
  "lumo_energy_ev": 0.97,
  "smiles": "C[C@@H]1C=CSC1"
}